C4H8O2 | wB97M-V/def2-TZVPD

Structure (XYZ):
```
14
Properties=species:S:1:pos:R:3
C -1.263 -1.164 -0.218
C -0.824 -0.109 0.443
C -0.710 1.265 -0.130
H -1.317 -2.141 0.232
H -1.595 -1.089 -1.241
H -0.506 -0.202 1.475
H -1.021 1.280 -1.172
H 0.318 1.624 -0.061
H -1.335 1.959 0.431
O 2.997 0.893 -0.217
C 2.863 -0.155 0.340
O 2.245 -1.212 -0.149
H 3.246 -0.377 1.350
H 1.875 -1.021 -1.028
```

Calculated values
E_tot in eV: -8372.0587
SMILES: C=CC.O=CO
HOMO energy in eV: -9.77
E_LUMO in eV: 0.904
ΔE to the lowest compared entry with this formula, charge and spin in eV: 1.223
Spin multiplicity: 1

C21H19N3ORu | wB97M-V/def2-TZVPD

Structure (XYZ):
```
45
Properties=species:S:1:pos:R:3
Ru 0.538 0.576 0.251
C -1.189 1.109 4.177
C -0.355 1.238 3.070
N -0.604 0.611 1.922
C -1.726 -0.165 1.795
C -2.605 -0.353 2.877
C -2.306 0.312 4.085
C -3.721 -1.206 2.700
C -3.914 -1.845 1.500
C -3.054 -1.645 0.417
C -1.975 -0.772 0.520
N -1.056 -0.408 -0.438
C -1.137 -0.510 -1.801
C -2.160 -1.043 -2.587
C -2.047 -1.073 -3.978
C -0.949 -0.555 -4.624
C 0.081 0.070 -3.881
C 1.198 0.705 -4.464
C 2.108 1.366 -3.672
C 1.921 1.382 -2.292
N 0.908 0.740 -1.711
C -0.023 0.093 -2.479
H -0.940 1.628 5.091
H 0.531 1.860 3.096
H -2.964 0.192 4.937
H -4.403 -1.369 3.524
H -4.745 -2.527 1.382
H -3.217 -2.222 -0.480
H -3.068 -1.418 -2.146
H -2.850 -1.510 -4.555
H -0.872 -0.594 -5.703
H 1.320 0.684 -5.540
H 2.960 1.878 -4.095
H 2.587 1.926 -1.636
C 3.441 0.478 2.612
C 2.850 0.348 1.212
C 3.910 -0.051 0.179
O 2.132 1.476 0.845
H 4.041 -0.395 2.861
H 2.661 0.596 3.363
H 4.074 1.366 2.628
H 2.089 -0.536 1.238
H 4.563 0.803 -0.011
H 3.453 -0.369 -0.758
H 4.513 -0.869 0.566
```

Calculated values
Charge: +2
E_tot in eV: -31169.3678
HOMO energy (alpha / beta) in eV: -14.47 / -15.36
E_LUMO (alpha / beta) in eV: -6.956 / -8.982
Spin multiplicity: 5

C10H26BrLaN4O6P3 | wB97M-V/def2-TZVPD

Structure (XYZ):
```
51
Properties=species:S:1:pos:R:3
C -5.238 -1.514 -2.587
C -3.773 -0.925 -2.317
O -3.676 0.047 -1.716
N -2.625 -1.667 -2.921
C -2.053 -0.989 -4.126
C -1.588 -2.085 -1.921
C -0.769 -0.937 -1.258
C 0.728 -1.324 -0.961
C 1.058 -1.442 0.549
C 1.856 -0.237 1.168
N 3.088 0.040 0.466
C 0.917 1.036 1.259
N 1.565 2.267 0.730
P 0.883 2.685 -0.820
N -0.637 3.094 -0.617
P 1.443 3.593 1.864
O 1.477 4.897 0.888
Br -0.590 3.651 2.802
O 2.184 -0.683 2.478
C 3.154 0.163 3.123
P 2.840 0.063 4.954
O 4.008 0.349 5.731
O 1.591 1.079 5.251
O 2.258 -1.429 5.209
H -5.621 -2.110 -1.746
H -5.271 -2.104 -3.571
H -5.869 -0.637 -2.776
H -2.852 -0.395 -4.588
H -1.179 -0.362 -3.938
H -1.790 -1.789 -4.852
H -0.858 -2.720 -2.480
H -1.990 -2.744 -1.121
H -0.863 0.018 -1.788
H -1.226 -0.766 -0.272
H 1.417 -0.665 -1.501
H 0.879 -2.326 -1.394
H 0.160 -1.576 1.174
H 1.675 -2.337 0.701
H 3.603 -0.823 0.295
H 2.946 0.469 -0.442
H 0.635 1.137 2.314
H -0.008 0.794 0.718
H 1.618 3.743 -1.393
H 0.993 1.590 -1.709
H -1.263 2.487 -1.142
H 0.583 5.083 0.535
H 3.120 1.212 2.805
H 4.190 -0.176 2.993
H 0.820 0.759 4.754
H 1.442 -1.555 4.701
La -3.395 -3.938 -3.503
```

Calculated values
Charge: +3
E_tot in eV: -127773.6187
HOMO energy in eV: -15.23
E_LUMO in eV: -13.702
Spin multiplicity: 1

C35H34N7O2PPdS3 | wB97M-V/def2-TZVPD

Structure (XYZ):
```
83
Properties=species:S:1:pos:R:3
Pd -1.124 0.333 -0.695
O -3.396 -3.096 -0.963
C -2.683 -2.170 -0.629
O -2.517 -1.078 -1.303
C -1.988 -2.259 0.723
C -1.984 -3.484 1.427
C -1.402 -3.529 2.654
C -0.859 -2.345 3.212
C -0.288 -2.290 4.506
C 0.192 -1.113 5.006
C 0.121 0.068 4.234
C -0.421 0.039 2.981
C -0.917 -1.166 2.439
N -1.460 -1.159 1.185
H -2.446 -4.341 0.959
H -1.355 -4.451 3.220
H -0.243 -3.198 5.095
H 0.622 -1.079 5.998
H 0.495 0.997 4.645
H -0.507 0.929 2.371
C 0.437 2.634 -1.783
N 0.144 2.039 -0.431
C 1.467 1.766 0.221
N 2.255 2.978 0.351
C 2.492 3.531 -0.988
N 1.229 3.848 -1.662
C 0.498 4.814 -0.849
N 0.230 4.297 0.497
C -0.554 3.085 0.377
C 1.509 3.960 1.130
H -0.511 2.871 -2.262
H 0.979 1.893 -2.370
H 2.006 1.048 -0.391
H 1.290 1.339 1.209
H 3.041 2.803 -1.580
H 3.082 4.443 -0.892
H -0.453 5.047 -1.334
H 1.083 5.730 -0.764
H -1.509 3.304 -0.091
H -0.735 2.687 1.378
H 1.315 3.561 2.128
H 2.107 4.867 1.222
S 3.276 0.201 -2.893
P 2.231 -1.267 -2.116
S 0.179 -1.148 -2.050
C 2.837 -1.698 -0.453
C 2.073 -1.485 0.686
C 2.593 -1.780 1.940
C 3.872 -2.301 2.054
C 4.639 -2.521 0.915
C 4.126 -2.216 -0.335
C 2.434 -2.811 -3.048
C 1.874 -3.989 -2.555
C 2.022 -5.170 -3.261
C 2.726 -5.178 -4.460
C 3.280 -4.006 -4.951
C 3.134 -2.818 -4.246
H 1.066 -1.103 0.587
H 1.994 -1.610 2.827
H 4.274 -2.543 3.030
H 5.638 -2.926 1.004
H 4.725 -2.371 -1.224
H 1.319 -3.973 -1.624
H 1.586 -6.085 -2.881
H 2.841 -6.103 -5.011
H 3.826 -4.015 -5.885
H 3.562 -1.894 -4.613
N -2.496 1.376 -2.970
C -3.334 1.673 -1.952
N -2.963 1.590 -0.695
C -3.996 1.945 0.160
C -3.937 1.918 1.548
C -5.055 2.302 2.267
C -6.221 2.711 1.620
C -6.289 2.738 0.237
C -5.168 2.350 -0.480
S -4.952 2.255 -2.210
H -1.730 0.777 -2.605
H -2.894 1.105 -3.855
H -3.031 1.584 2.039
H -5.026 2.279 3.349
H -7.084 3.006 2.201
H -7.193 3.049 -0.271
```

Calculated values
E_tot in eV: -96650.4777
HOMO energy in eV: -7.93
E_LUMO in eV: -0.756
ΔE to the lowest compared entry with this formula, charge and spin in eV: 0.472
Spin multiplicity: 1

C4H7N2 | wB97M-V/def2-TZVPD

Structure (XYZ):
```
13
Properties=species:S:1:pos:R:3
C 1.724 -0.719 -1.754
N 0.564 -0.461 -1.270
N -0.010 -0.009 -0.208
C -0.578 1.171 -0.079
C -1.263 0.728 1.170
C -0.573 -0.611 0.949
H 2.664 -0.752 -1.126
H 1.835 -1.113 -2.715
H -0.258 2.109 -0.637
H -2.315 0.688 1.178
H -0.785 1.178 1.975
H 0.214 -0.731 1.688
H -1.219 -1.478 0.829
```

Calculated values
Charge: +1
E_tot in eV: -7230.8269
SMILES: C=N[N+]1=CCC1
HOMO energy in eV: -14.33
E_LUMO in eV: -4.737
ΔE to the lowest compared entry with this formula, charge and spin in eV: 4.911
Spin multiplicity: 1

C14H28BBrN2O9 | wB97M-V/def2-TZVPD

Structure (XYZ):
```
55
Properties=species:S:1:pos:R:3
C 0.687 -2.532 -2.678
C -0.656 -2.972 -3.253
O -1.607 -2.977 -2.204
C -2.929 -3.216 -2.631
C -3.700 -1.902 -2.679
O -3.678 -1.284 -1.407
C -2.932 -0.083 -1.342
C -2.755 0.303 0.123
O -1.447 -0.036 0.556
C -1.029 0.591 1.740
C 0.477 0.983 1.758
C 0.701 1.529 3.195
C 0.713 3.047 3.444
O 2.021 3.541 3.706
C 1.273 -0.328 1.397
C 2.471 -0.766 2.246
N 2.160 -1.757 3.272
O 1.725 -0.174 0.043
C 1.159 0.968 -0.575
B 2.055 1.529 -1.771
O 3.104 0.770 -2.232
O 1.775 2.776 -2.300
C 0.858 1.926 0.572
Br -0.518 3.214 0.074
O 1.987 2.776 0.809
N 3.059 2.081 1.454
O 3.997 2.759 1.476
H 0.524 -2.091 -1.692
H 1.169 -1.770 -3.291
H 1.382 -3.367 -2.570
H -0.601 -3.978 -3.693
H -0.977 -2.291 -4.058
H -2.947 -3.680 -3.629
H -3.398 -3.907 -1.925
H -4.742 -2.090 -2.969
H -3.266 -1.245 -3.447
H -1.941 -0.228 -1.792
H -3.451 0.716 -1.893
H -3.496 -0.256 0.711
H -2.937 1.374 0.279
H -1.661 1.461 1.959
H -1.141 -0.118 2.576
H -0.107 1.127 3.816
H 1.626 1.132 3.618
H 0.262 3.599 2.618
H 0.107 3.254 4.333
H 2.273 4.145 3.003
H 0.560 -1.165 1.432
H 2.964 0.079 2.724
H 3.190 -1.197 1.543
H 2.129 -2.690 2.882
H 1.264 -1.590 3.712
H 0.194 0.710 -1.039
H 3.043 0.435 -3.129
H 1.008 2.864 -2.869
```

Calculated values
E_tot in eV: -107095.8433
SMILES: CCOCCOCCOC[C@@]1(CCO)[C@H](CN)O[C@H](B(O)O)[C@]1(Br)ON=O
HOMO energy in eV: -9.18
E_LUMO in eV: 0.124
ΔE to the lowest compared entry with this formula, charge and spin in eV: 0.000
Spin multiplicity: 1